Entry 1:
DFT (ωB97M-V/def2-TZVPD) results for a gas-phase ion, C4H8N (charge +1).

Energy relative to the best compared isomer or geometry (same formula, charge and spin) (kcal/mol): 60.7
Net charge: +1
M (g mol⁻¹): 70.1
E_tot (Eh): -211.57435
Strongest force on any atom (eV/A): 1.24
Spin multiplicity: 1

Geometry (Å):
C1 1.74634 0.02900 -0.74291
C2 0.45168 0.03285 0.03127
C3 0.47857 -0.14058 1.41990
C4 -1.97775 -0.07576 -0.10245
N1 -0.66873 0.17224 -0.64942
H1 2.43159 0.79566 -0.37831
H2 2.20690 -0.95287 -0.62785
H3 1.51323 0.22325 -1.78461
H4 -0.39063 -0.32564 2.03925
H5 1.44189 -0.28285 1.89127
H6 -1.96675 -0.63782 0.82748
H7 -2.45657 0.90104 0.04726
H8 -2.55568 -0.60027 -0.86406

These are the Mulliken partial charges, in e, on atoms 1 to 5: atom 1 (C): -1.16, atom 2 (C): 0.98, atom 3 (C): -0.58, atom 4 (C): -0.66, atom 5 (N): -0.12



Entry 2:
DFT (ωB97M-V/def2-TZVPD) results for a single C4H8N2 molecule.

Energy relative to the best compared isomer or geometry (same formula, charge and spin) (kcal/mol): 11.6
Net charge: 0
M (g mol⁻¹): 84.1
E_tot (Eh): -266.70358
Strongest force on any atom (eV/A): 1.12
Spin multiplicity: 1
SMILES string: CCNCC#N

Geometry (Å):
C1 -1.88097 -0.85103 -0.27939
C2 -0.67155 -0.13890 0.30824
N1 0.51540 -0.37634 -0.50988
C3 1.73905 0.14839 0.05707
C4 1.69577 1.59247 0.40439
N2 1.60429 2.71423 0.67330
H1 -1.69502 -1.92671 -0.35383
H2 -2.11463 -0.47438 -1.28229
H3 -2.76302 -0.68957 0.34847
H4 -0.88341 0.93696 0.42954
H5 -0.46425 -0.53136 1.31193
H6 0.37300 0.01431 -1.43695
H7 2.56400 -0.01512 -0.64355
H8 1.98134 -0.40294 0.97296

These are the Mulliken partial charges, in e, on atoms 1 to 5: atom 1 (C): -1.19, atom 2 (C): -0.35, atom 3 (N): -0.35, atom 4 (C): -0.57, atom 5 (C): 0.39



Entry 3:
DFT (ωB97M-V/def2-TZVPD) results for a single C4H8N2 molecule.

Energy relative to the best compared isomer or geometry (same formula, charge and spin) (kcal/mol): 24.1
Net charge: 0
M (g mol⁻¹): 84.1
E_tot (Eh): -266.68356
Strongest force on any atom (eV/A): 1.12
Spin multiplicity: 1
SMILES string: CN(C)CC#N

Geometry (Å):
C1 0.45569 -1.28205 0.31296
N1 0.40027 0.17196 0.23453
C2 -0.16973 0.80570 1.40711
C3 -0.15574 0.73276 -0.99091
C4 -0.16900 -0.20016 -2.12633
N2 -0.28502 -0.94686 -3.00155
H1 0.53726 -1.57367 1.36333
H2 1.34434 -1.65562 -0.20704
H3 -0.42512 -1.78874 -0.10940
H4 -1.22301 0.52660 1.59847
H5 -0.12167 1.89494 1.29931
H6 0.42238 0.53702 2.28774
H7 0.39886 1.63818 -1.27077
H8 -1.21370 1.03459 -0.89402

These are the Mulliken partial charges, in e, on atoms 1 to 5: atom 1 (C): -0.97, atom 2 (N): -0.04, atom 3 (C): -1.04, atom 4 (C): -0.28, atom 5 (C): 0.15



Entry 4:
DFT (ωB97M-V/def2-TZVPD) results for a molecular structure, C4H8N2.

Energy relative to the best compared isomer or geometry (same formula, charge and spin) (kcal/mol): 126.1
Net charge: 0
M (g mol⁻¹): 84.1
E_tot (Eh): -266.52107
Strongest force on any atom (eV/A): 6.58
Spin multiplicity: 1

Geometry (Å):
C1 -0.37965 1.72206 0.35307
C2 1.47830 0.17437 0.34530
C3 0.33403 0.69637 1.16831
C4 0.10063 -0.15207 0.03338
N1 -0.90981 -1.89335 -1.37138
N2 -0.63159 -1.32694 -0.19039
H1 -1.42505 2.01001 0.38769
H2 0.25616 2.55825 -0.19561
H3 2.04680 0.87538 -0.23652
H4 2.18340 -0.58250 0.76422
H5 0.13495 0.46385 2.31390
H6 -1.60755 -1.45432 -1.87761
H7 -0.00329 -1.82054 -1.81550
H8 -1.57735 -1.27059 0.32115

These are the Mulliken partial charges, in e, on atoms 1 to 5: atom 1 (C): -0.76, atom 2 (C): -0.56, atom 3 (C): -0.10, atom 4 (C): 0.09, atom 5 (N): -0.58



Entry 5:
DFT (ωB97M-V/def2-TZVPD) results for a single C4H8N2 molecule.

Energy relative to the best compared isomer or geometry (same formula, charge and spin) (kcal/mol): 57.0
Net charge: 0
M (g mol⁻¹): 84.1
E_tot (Eh): -266.63124
Strongest force on any atom (eV/A): 0.95
Spin multiplicity: 1
SMILES string: NC/C=C1\CN1

Geometry (Å):
N1 -1.53356 1.13189 -1.22048
C1 -0.11461 1.19102 -0.95030
C2 -0.11646 0.70870 0.44862
C3 0.32331 -0.47713 0.78691
C4 1.24662 -1.56434 0.69039
N2 0.56862 -1.20494 1.95814
H1 -1.76222 1.67082 -2.03472
H2 -1.81606 0.15803 -1.31099
H3 0.22921 2.22989 -1.03520
H4 0.50660 0.55895 -1.61016
H5 -0.63559 1.30200 1.19118
H6 2.30381 -1.33714 0.69799
H7 0.95164 -2.48309 0.20910
H8 -0.15130 -1.88465 2.17952

These are the Mulliken partial charges, in e, on atoms 1 to 5: atom 1 (N): -0.56, atom 2 (C): -0.42, atom 3 (C): -0.49, atom 4 (C): 0.32, atom 5 (C): -0.28



Entry 6:
DFT (ωB97M-V/def2-TZVPD) results for a single C4H8N2 molecule.

Energy relative to the best compared isomer or geometry (same formula, charge and spin) (kcal/mol): 54.4
Net charge: 0
M (g mol⁻¹): 84.1
E_tot (Eh): -266.63532
Strongest force on any atom (eV/A): 0.52
Spin multiplicity: 1
SMILES string: NC/C=C1\CN1

Geometry (Å):
N1 -0.38294 0.89453 2.07118
C1 -1.13301 0.25612 0.99489
C2 -0.40509 0.73230 -0.21623
C3 0.40189 -0.02123 -0.92621
C4 0.74632 -1.28599 -1.53395
N2 1.19628 0.03832 -2.07939
H1 -0.87743 0.90300 2.94673
H2 0.51051 0.42244 2.15475
H3 -2.16916 0.61738 1.01577
H4 -1.16866 -0.84909 1.04316
H5 -0.36949 1.80821 -0.35342
H6 -0.02683 -1.74915 -2.14156
H7 1.49638 -1.94639 -1.10933
H8 2.18122 0.17955 -1.86639

These are the Mulliken partial charges, in e, on atoms 1 to 5: atom 1 (N): -0.57, atom 2 (C): -0.43, atom 3 (C): -0.50, atom 4 (C): 0.37, atom 5 (C): -0.30



Entry 7:
DFT (ωB97M-V/def2-TZVPD) results for a single C4H8N2 molecule.

Energy relative to the best compared isomer or geometry (same formula, charge and spin) (kcal/mol): 95.3
Net charge: 0
M (g mol⁻¹): 84.1
E_tot (Eh): -266.57013
Strongest force on any atom (eV/A): 1.99
Spin multiplicity: 1

Geometry (Å):
C1 0.94479 0.01772 1.13230
N1 0.34437 0.14793 -0.16868
C2 0.43420 1.40693 -0.86189
C3 -0.48388 -0.78405 -0.54623
C4 -1.52235 -1.51634 0.16891
N2 -1.88454 -1.38703 1.36578
H1 1.48851 0.93284 1.35436
H2 1.64162 -0.82655 1.09791
H3 0.14612 -0.19867 1.85125
H4 -0.11235 2.12505 -0.23924
H5 -0.04054 1.35706 -1.84854
H6 1.48267 1.68046 -0.92803
H7 -0.48008 -0.96804 -1.60563
H8 -1.95854 -1.98731 -0.77229

These are the Mulliken partial charges, in e, on atoms 1 to 5: atom 1 (C): -1.01, atom 2 (N): 0.05, atom 3 (C): -0.90, atom 4 (C): -0.31, atom 5 (C): 0.21



Entry 8:
DFT (ωB97M-V/def2-TZVPD) results for a single C4H8N2 molecule.

Energy relative to the best compared isomer or geometry (same formula, charge and spin) (kcal/mol): 76.2
Net charge: 0
M (g mol⁻¹): 84.1
E_tot (Eh): -266.60053
Strongest force on any atom (eV/A): 3.16
Spin multiplicity: 1
SMILES string: C=NN1C[C@@H]1C

Geometry (Å):
C1 2.16983 -0.48246 1.15852
N1 1.10804 0.24846 1.32364
N2 0.45259 0.45721 0.14105
C2 0.27999 -0.52541 -0.96209
C3 -0.85506 -0.09795 -0.08960
C4 -2.05908 0.85975 -0.42084
H1 2.83399 -0.66585 1.98555
H2 2.54839 -0.95881 0.13788
H3 0.57900 -0.04272 -1.88475
H4 0.82708 -1.52806 -0.70346
H5 -1.05536 -0.81803 0.73032
H6 -1.64753 1.62445 -1.05285
H7 -2.94720 0.52913 -0.90720
H8 -2.23470 1.40028 0.54383

These are the Mulliken partial charges, in e, on atoms 1 to 5: atom 1 (C): -0.26, atom 2 (N): -0.52, atom 3 (N): -0.04, atom 4 (C): -0.57, atom 5 (C): 0.24



Entry 9:
DFT (ωB97M-V/def2-TZVPD) results for a molecular structure, C4H8N2.

Energy relative to the best compared isomer or geometry (same formula, charge and spin) (kcal/mol): 81.7
Net charge: 0
M (g mol⁻¹): 84.1
E_tot (Eh): -266.59181
Strongest force on any atom (eV/A): 5.32
Spin multiplicity: 1

Geometry (Å):
C1 -0.79070 0.00053 -0.03248
C2 -2.10249 -0.22484 -0.15822
C3 0.09031 1.15539 0.06227
C4 0.56522 -1.33198 -0.17036
N1 1.37990 0.80677 -0.48908
N2 1.67239 -0.49630 0.02237
H1 -2.51065 -1.30734 -0.13251
H2 -2.87604 0.53329 -0.16420
H3 -0.40178 1.97028 -0.43144
H4 0.25294 1.44000 1.21007
H5 0.34404 -1.81016 0.70536
H6 0.40201 -1.83923 -1.18256
H7 2.11216 1.45875 -0.28096
H8 1.86270 -0.35515 1.04175

These are the Mulliken partial charges, in e, on atoms 1 to 5: atom 1 (C): 0.33, atom 2 (C): -0.78, atom 3 (C): -0.48, atom 4 (C): -0.67, atom 5 (N): -0.42



Entry 10:
DFT (ωB97M-V/def2-TZVPD) results for a single C4H8N2 molecule.

Energy relative to the best compared isomer or geometry (same formula, charge and spin) (kcal/mol): 81.5
Net charge: 0
M (g mol⁻¹): 84.1
E_tot (Eh): -266.59211
Strongest force on any atom (eV/A): 1.11
Spin multiplicity: 1

Geometry (Å):
C1 0.67578 -0.56385 1.13527
N1 0.32200 0.27218 0.00034
C2 0.27213 1.71521 0.20249
C3 -0.20491 -0.27476 -1.07000
C4 -0.97772 -1.55423 -1.10960
N2 -1.16365 -2.33187 -0.14847
H1 0.83021 0.06064 2.01724
H2 1.58536 -1.12937 0.91621
H3 -0.13508 -1.31415 1.24548
H4 -0.55829 1.94318 0.88187
H5 0.08852 2.21293 -0.75180
H6 1.20305 2.08400 0.63774
H7 -0.39754 0.42454 -1.88627
H8 -1.53986 -1.54444 -2.07049

These are the Mulliken partial charges, in e, on atoms 1 to 5: atom 1 (C): -0.93, atom 2 (N): 0.05, atom 3 (C): -0.91, atom 4 (C): -0.18, atom 5 (C): 0.10



Entry 11:
DFT (ωB97M-V/def2-TZVPD) results for 3 unconnected molecules or ions with the total composition C4H8N2.

Energy relative to the best compared isomer or geometry (same formula, charge and spin) (kcal/mol): 130.6
Net charge: 0
M (g mol⁻¹): 84.1
E_tot (Eh): -266.51388
Strongest force on any atom (eV/A): 4.34
Spin multiplicity: 1

Geometry (Å):
C1 1.89302 0.27708 -0.14544
C2 0.47838 0.53383 0.16726
N1 -0.37928 -0.24271 -0.62423
C3 -1.77663 -0.17471 -0.23221
C4 -2.04926 -0.16648 1.21639
N2 -2.18119 -0.14235 2.36814
H1 2.77998 0.75637 0.28683
H2 2.16392 -0.05137 -1.14847
H3 1.69328 -1.37418 0.23154
H4 0.28311 0.63156 1.25082
H5 0.60028 1.56252 -0.27382
H6 0.45943 -1.56237 -0.38352
H7 -2.27256 -1.04152 -0.67805
H8 -2.26898 0.72567 -0.64261

These are the Mulliken partial charges, in e, on atoms 1 to 5: atom 1 (C): -1.00, atom 2 (C): -0.17, atom 3 (N): -0.46, atom 4 (C): -0.41, atom 5 (C): 0.36



Entry 12:
DFT (ωB97M-V/def2-TZVPD) results for a single C4H8N2 molecule.

Energy relative to the best compared isomer or geometry (same formula, charge and spin) (kcal/mol): 92.3
Net charge: 0
M (g mol⁻¹): 84.1
E_tot (Eh): -266.57488
Strongest force on any atom (eV/A): 8.04
Spin multiplicity: 1
SMILES string: [H]/N=C(\N)C1CC1

Geometry (Å):
H1 2.30786 1.53279 0.17035
N1 1.15332 1.47790 -0.04286
C1 0.90320 0.18714 -0.09086
N2 1.93766 -0.76975 0.07408
C2 -0.35999 -0.39141 -0.20360
C3 -1.48587 0.15708 -0.79486
C4 -1.37047 0.11265 0.77164
H2 2.82817 -0.49485 -0.10165
H3 1.55471 -1.54166 -0.70134
H4 -0.50563 -1.51040 0.36592
H5 -2.43532 -0.41004 -0.91759
H6 -1.36116 1.08900 -1.31745
H7 -1.26096 1.11633 1.38827
H8 -1.90552 -0.55477 1.39996

These are the Mulliken partial charges, in e, on atoms 1 to 5: atom 1 (H): 0.21, atom 2 (N): -0.68, atom 3 (C): 0.32, atom 4 (N): -0.57, atom 5 (C): 0.52



Entry 13:
DFT (ωB97M-V/def2-TZVPD) results for a single C4H8N2 molecule.

Energy relative to the best compared isomer or geometry (same formula, charge and spin) (kcal/mol): 60.5
Net charge: 0
M (g mol⁻¹): 84.1
E_tot (Eh): -266.44789
Strongest force on any atom (eV/A): 15.81
Spin multiplicity: 3

Geometry (Å):
C1 1.98321 0.45866 0.43763
C2 0.04136 0.45459 -1.07815
C3 0.39751 -1.37570 0.53972
C4 0.52525 0.17510 0.32263
N1 3.02388 0.80753 0.76525
N2 -0.14814 1.02117 1.28121
H1 -0.91334 0.15193 -1.12113
H2 0.12850 1.53943 -1.22737
H3 0.75382 0.16790 -1.82697
H4 -0.61215 -1.64102 0.74589
H5 0.93420 -1.70838 1.52431
H6 0.82286 -1.85350 -0.37716
H7 0.21678 0.98754 2.18218
H8 -0.19939 1.93549 0.93739

These are the Mulliken partial charges, in e, on atoms 1 to 5: atom 1 (C): -0.35, atom 2 (C): -1.79, atom 3 (C): -1.41, atom 4 (C): 1.61, atom 5 (N): -0.40



Entry 14:
DFT (ωB97M-V/def2-TZVPD) results for a single C4H8N2O molecule.

Energy relative to the best compared isomer or geometry (same formula, charge and spin) (kcal/mol): 37.1
Net charge: 0
M (g mol⁻¹): 100.1
E_tot (Eh): -341.94454
Strongest force on any atom (eV/A): 0.65
Spin multiplicity: 1
SMILES string: C[C@@]1(C(N)=O)CN1

Geometry (Å):
C1 -0.86913 1.43042 0.53681
C2 0.04254 0.23405 0.18226
C3 -0.51292 -0.41820 -1.07748
N1 -0.02039 -1.62487 -1.45217
O1 -1.37638 0.14475 -1.73325
C4 1.52879 0.30858 0.36531
N2 0.79860 -0.78154 0.96996
H1 -0.32668 2.25154 1.00815
H2 -1.27456 1.83148 -0.40652
H3 -1.76320 1.18434 1.12099
H4 0.53376 -2.19122 -0.82887
H5 -0.50318 -2.04090 -2.23348
H6 2.21946 0.07203 -0.44229
H7 1.88903 1.07882 1.05036
H8 0.81260 -0.75998 1.98539

These are the Mulliken partial charges, in e, on atoms 1 to 5: atom 1 (C): -1.18, atom 2 (C): 0.99, atom 3 (C): 0.24, atom 4 (N): -0.38, atom 5 (O): -0.65



Entry 15:
DFT (ωB97M-V/def2-TZVPD) results for a single C4H8N2O molecule.

Energy relative to the best compared isomer or geometry (same formula, charge and spin) (kcal/mol): 121.2
Net charge: 0
M (g mol⁻¹): 100.1
E_tot (Eh): -341.81055
Strongest force on any atom (eV/A): 7.11
Spin multiplicity: 1
SMILES string: [H]/N=C\N(C=C)OC

Geometry (Å):
H1 1.93303 -1.35803 -0.67812
N1 2.13665 -2.00557 0.28028
C1 1.12356 -1.40323 0.90925
N2 0.22114 -0.34512 0.45182
C2 -0.13168 0.83209 1.20863
C3 -0.65173 1.93582 0.72578
O1 0.32537 -0.13485 -0.90904
C4 -0.79129 -0.40604 -1.66147
H2 1.05656 -1.53140 1.95397
H3 0.03285 0.77100 2.32891
H4 -1.00174 2.09687 -0.35451
H5 -0.84468 2.75120 1.39986
H6 -0.72503 0.04486 -2.67987
H7 -1.06349 -1.46328 -1.76678
H8 -1.61950 0.21568 -1.20870

These are the Mulliken partial charges, in e, on atoms 1 to 5: atom 1 (H): 0.39, atom 2 (N): -0.61, atom 3 (C): -0.14, atom 4 (N): 0.13, atom 5 (C): 0.16



Entry 16:
DFT (ωB97M-V/def2-TZVPD) results for a single C4H8N2O molecule.

Energy relative to the best compared isomer or geometry (same formula, charge and spin) (kcal/mol): 140.2
Net charge: 0
M (g mol⁻¹): 100.1
E_tot (Eh): -341.78024
Strongest force on any atom (eV/A): 3.41
Spin multiplicity: 1

Geometry (Å):
C1 0.28501 1.13611 -0.47644
C2 0.59348 0.32498 0.72457
C3 -0.19242 -0.98740 0.62819
C4 -1.76650 -0.68301 0.29262
N1 0.29446 -1.81554 -0.48280
N2 1.31251 1.75625 -0.99857
O1 0.76725 -1.20951 -1.43108
H1 1.66433 0.09990 0.84238
H2 -0.01029 0.90069 1.44480
H3 -0.11594 -1.63314 1.59241
H4 -2.40220 -0.85119 1.14759
H5 -2.03523 -1.34972 -0.59421
H6 -1.76853 0.28743 -0.20877
H7 2.21176 1.67104 -0.56364
H8 1.16231 2.35311 -1.91704

These are the Mulliken partial charges, in e, on atoms 1 to 5: atom 1 (C): -0.87, atom 2 (C): -0.26, atom 3 (C): 0.27, atom 4 (C): -1.18, atom 5 (N): -0.13



Entry 17:
DFT (ωB97M-V/def2-TZVPD) results for 2 unconnected molecules or ions with the total composition C4H8N2O.

Energy relative to the best compared isomer or geometry (same formula, charge and spin) (kcal/mol): 135.9
Net charge: 0
M (g mol⁻¹): 100.1
E_tot (Eh): -341.78705
Strongest force on any atom (eV/A): 0.57
Spin multiplicity: 1

Geometry (Å):
C1 -0.65323 -1.27074 -0.51328
C2 0.10197 0.71271 -2.20364
C3 0.15497 0.37189 -0.74621
C4 0.49453 0.16558 2.12681
O1 -0.47602 -1.71973 0.67296
N1 0.63450 0.91685 0.20758
N2 -0.39124 0.70192 2.83883
H1 0.08652 -0.71691 1.38402
H2 -0.03596 1.08121 3.71792
H3 -1.66942 -0.95192 -0.79355
H4 -0.09721 -1.76395 -1.32512
H5 1.56782 0.11418 2.33318
H6 -0.87213 0.44938 -2.61715
H7 0.29113 1.77388 -2.35187
H8 0.86379 0.13566 -2.73046

These are the Mulliken partial charges, in e, on atoms 1 to 5: atom 1 (C): -0.34, atom 2 (C): -1.22, atom 3 (C): 0.79, atom 4 (C): 0.01, atom 5 (O): -0.58